# 1
ORCA calculation (ωB97M-V/def2-TZVPD) on 7 unconnected molecules or ions with the total composition C34H41F4NO15 in a non-equilibrium geometry.

Gap between HOMO and LUMO: 7.49 eV
HOMO level: -8.921 eV

Each atom is followed by the atoms it is bonded to, with distances in Å.
Atoms and positions in Å:
1 O -3.6263 -0.5506 -0.8084  C2 1.335
2 C -2.9947 -0.5374 0.3680  O1 1.335, N3 1.542, C18 1.639
3 N -3.2132 0.5976 1.3886  C2 1.542, C4 1.534, H19 1.064
4 C -1.8867 0.9005 2.0980  N3 1.534, O5 1.335, C6 1.638
5 O -1.3940 2.0475 2.5722  C4 1.335
6 C -1.1547 -0.5641 2.1568  C4 1.638, C7 1.639, C18 1.639
7 C 0.0554 -1.1712 3.0799  C6 1.639, C8 1.668, H20 1.174
8 C 0.4788 -2.7614 2.8101  C7 1.668, C9 1.667, C15 1.641
9 C 1.6873 -3.4226 3.7497  C8 1.667, F10 1.506, F11 1.483, C12 1.672
10 F 2.1749 -2.3815 4.7223  C9 1.506
11 F 2.7846 -3.9175 2.8841  C9 1.483
12 C 0.9294 -4.6432 4.6056  C9 1.672, F13 1.482, F14 1.507, H21 1.174
13 F 1.5575 -4.9032 5.9227  C12 1.482
14 F -0.4539 -4.1092 4.8760  C12 1.507
15 C -0.2129 -3.7348 1.6841  C8 1.641, O16 1.485, C17 1.672
16 O 0.1806 -5.1404 1.4110  C15 1.485, H22 1.005
17 C -1.4548 -3.0860 0.7711  C15 1.672, C18 1.639, H23 1.172
18 C -1.8766 -1.5263 1.0441  C2 1.639, C6 1.639, C17 1.639
19 H -3.9100 0.2629 2.1202  N3 1.064
20 H 0.5765 -0.4852 3.8777  C7 1.174
21 H 0.8346 -5.5952 3.9246  C12 1.174
22 H -0.3742 -5.4367 0.6268  O16 1.005
23 H -2.0482 -3.6865 -0.0418  C17 1.172
24 O 1.2302 -2.3802 0.1293  C25 1.220
25 C 2.3073 -1.9645 -0.2647  O24 1.220, O26 1.365, C29 1.499
26 O 2.5039 -0.7254 -0.8035  C25 1.365, C27 1.427
27 C 3.8538 -0.6191 -1.2531  O26 1.427, C28 1.506, H30 1.095, H31 1.094
28 C 4.6162 -1.6571 -0.4719  C27 1.506, C29 1.508, H32 1.093, H33 1.097
29 C 3.5883 -2.7424 -0.2741  C25 1.499, C28 1.508, H34 1.094, H35 1.092
30 H 3.8789 -0.8089 -2.3313  C27 1.095
31 H 4.2276 0.3911 -1.0622  C27 1.094
32 H 5.5216 -1.9993 -0.9801  C28 1.093
33 H 4.9093 -1.2470 0.5022  C28 1.097
34 H 3.5732 -3.4460 -1.1110  C29 1.094
35 H 3.7372 -3.2682 0.6718  C29 1.092
36 O -2.5782 6.2026 -2.9435  C37 1.220
37 C -2.3818 5.3757 -2.0684  O36 1.220, O38 1.365, C41 1.499
38 O -3.1014 5.2941 -0.9109  C37 1.365, C39 1.427
39 C -2.5315 4.2878 -0.0752  O38 1.427, C40 1.506, H42 1.095, H43 1.094
40 C -1.7616 3.3873 -1.0054  C39 1.506, C41 1.508, H44 1.093, H45 1.097
41 C -1.2991 4.3394 -2.0792  C37 1.499, C40 1.508, H46 1.094, H47 1.092
42 H -1.8850 4.7724 0.6639  C39 1.095
43 H -3.3269 3.7493 0.4484  C39 1.094
44 H -0.9447 2.8550 -0.5111  C40 1.093
45 H -2.4364 2.6410 -1.4422  C40 1.097
46 H -0.3482 4.8134 -1.8207  C41 1.094
47 H -1.2349 3.8465 -3.0519  C41 1.092
48 O 3.4233 2.6676 -1.8439  C49 1.220
49 C 3.7454 3.2539 -0.8237  O48 1.220, O50 1.365, C53 1.499
50 O 3.9068 2.6526 0.3914  C49 1.365, C51 1.427
51 C 4.1760 3.6502 1.3754  O50 1.427, C52 1.506, H54 1.095, H55 1.094
52 C 4.7077 4.8324 0.6082  C51 1.506, C53 1.508, H56 1.093, H57 1.097
53 C 3.9750 4.7302 -0.7056  C49 1.499, C52 1.508, H58 1.094, H59 1.092
54 H 3.2442 3.8815 1.9023  C51 1.095
55 H 4.9057 3.2698 2.0962  C51 1.094
56 H 4.5529 5.7845 1.1227  C52 1.093
57 H 5.7845 4.7106 0.4386  C52 1.097
58 H 3.0086 5.2408 -0.6733  C53 1.094
59 H 4.5826 5.1022 -1.5337  C53 1.092
60 O 0.3489 0.0567 -7.4995  C61 1.220
61 C 0.6710 0.6431 -6.4793  O60 1.220, O62 1.365, C65 1.499
62 O 0.8324 0.0418 -5.2642  C61 1.365, C63 1.427
63 C 1.1015 1.0394 -4.2802  O62 1.427, C64 1.506, H66 1.095, H67 1.094
64 C 1.6333 2.2216 -5.0474  C63 1.506, C65 1.508, H68 1.093, H69 1.097
65 C 0.9006 2.1194 -6.3612  C61 1.499, C64 1.508, H70 1.094, H71 1.092
66 H 0.1698 1.2707 -3.7533  C63 1.095
67 H 1.8313 0.6590 -3.5594  C63 1.094
68 H 1.4785 3.1736 -4.5329  C64 1.093
69 H 2.7101 2.0998 -5.2170  C64 1.097
70 H -0.0658 2.6300 -6.3289  C65 1.094
71 H 1.5082 2.4914 -7.1894  C65 1.092
72 O -3.6296 -2.0433 5.6324  C73 1.220
73 C -3.3176 -2.0892 6.8109  O72 1.220, O74 1.365, C77 1.499
74 O -3.8112 -1.2532 7.7709  C73 1.365, C75 1.427
75 C -3.1500 -1.5178 9.0072  O74 1.427, C76 1.506, H78 1.095, H79 1.094
76 C -2.6174 -2.9211 8.8811  C75 1.506, C77 1.508, H80 1.093, H81 1.097
77 C -2.3135 -3.0279 7.4081  C73 1.499, C76 1.508, H82 1.094, H83 1.092
78 H -2.3513 -0.7806 9.1411  C75 1.095
79 H -3.8610 -1.4239 9.8332  C75 1.094
80 H -1.7522 -3.1124 9.5214  C76 1.093
81 H -3.4012 -3.6407 9.1474  C76 1.097
82 H -1.3068 -2.6711 7.1734  C77 1.094
83 H -2.4591 -4.0466 7.0413  C77 1.092
84 O -4.0713 -3.4745 -4.4441  C85 1.220
85 C -3.4827 -2.5972 -5.0540  O84 1.220, O86 1.365, C89 1.499
86 O -2.4632 -2.8225 -5.9338  C85 1.365, C87 1.427
87 C -1.9399 -1.5705 -6.3748  O86 1.427, C88 1.506, H90 1.095, H91 1.094
88 C -3.0438 -0.5730 -6.1395  C87 1.506, C89 1.508, H92 1.093, H93 1.097
89 C -3.7338 -1.1260 -4.9182  C85 1.499, C88 1.508, H94 1.094, H95 1.092
90 H -1.0419 -1.3421 -5.7913  C87 1.095
91 H -1.6682 -1.6364 -7.4324  C87 1.094
92 H -2.6797 0.4497 -6.0110  C88 1.093
93 H -3.7381 -0.5808 -6.9886  C88 1.097
94 H -3.2725 -0.7685 -3.9934  C89 1.094
95 H -4.8038 -0.9060 -4.9278  C89 1.092

The Mulliken scheme yields these atomic charges, measured in e: number 1, O, carries -0.538; number 2, C, carries 0.137; number 3, N, carries -0.362; number 4, C, carries 0.116; number 5, O, carries -0.576; number 6, C, carries 0.543; number 7, C, carries -0.914; number 8, C, carries 0.209; number 9, C, carries 0.594; number 10, F, carries -0.316; number 11, F, carries -0.257; number 12, C, carries 0.186; number 13, F, carries -0.295; number 14, F, carries -0.245; number 15, C, carries 0.846; number 16, O, carries -0.519; number 17, C, carries -0.651; number 18, C, carries 0.312; number 19, H, carries 0.371; number 20, H, carries 0.354; number 21, H, carries 0.285; number 22, H, carries 0.384; number 23, H, carries 0.276; number 24, O, carries -0.447; number 25, C, carries 0.161; number 26, O, carries -0.020; number 27, C, carries 0.000; number 28, C, carries -0.746; number 29, C, carries -0.072; number 30, H, carries 0.237; number 31, H, carries -0.038; number 32, H, carries 0.376; number 33, H, carries 0.279; number 34, H, carries 0.295; number 35, H, carries 0.085; number 36, O, carries -0.600; number 37, C, carries 0.431; number 38, O, carries -0.361; number 39, C, carries -0.416; number 40, C, carries -0.233; number 41, C, carries 0.040; number 42, H, carries 0.240; number 43, H, carries 0.296; number 44, H, carries 0.281; number 45, H, carries 0.122; number 46, H, carries 0.093; number 47, H, carries 0.070; number 48, O, carries -0.531; number 49, C, carries 0.546; number 50, O, carries -0.313; number 51, C, carries -0.459; number 52, C, carries -0.529; number 53, C, carries -0.421; number 54, H, carries 0.284; number 55, H, carries 0.299; number 56, H, carries 0.345; number 57, H, carries 0.260; number 58, H, carries 0.205; number 59, H, carries 0.308; number 60, O, carries -0.612; number 61, C, carries 0.513; number 62, O, carries -0.333; number 63, C, carries 0.344; number 64, C, carries -0.384; number 65, C, carries -0.542; number 66, H, carries 0.105; number 67, H, carries -0.277; number 68, H, carries 0.327; number 69, H, carries 0.329; number 70, H, carries 0.205; number 71, H, carries 0.318; number 72, O, carries -0.601; number 73, C, carries 0.494; number 74, O, carries -0.357; number 75, C, carries -0.407; number 76, C, carries -0.552; number 77, C, carries -0.181; number 78, H, carries 0.249; number 79, H, carries 0.318; number 80, H, carries 0.324; number 81, H, carries 0.271; number 82, H, carries 0.164; number 83, H, carries 0.265; number 84, O, carries -0.612; number 85, C, carries 0.367; number 86, O, carries -0.370; number 87, C, carries -0.061; number 88, C, carries -0.449; number 89, C, carries -0.120; number 90, H, carries 0.039; number 91, H, carries 0.320; number 92, H, carries 0.248; number 93, H, carries 0.286; number 94, H, carries 0.083; number 95, H, carries 0.285

---

# 2
ORCA calculation (ωB97M-V/def2-TZVPD) on 2 unconnected molecules or ions with the total composition C3H6IN in a non-equilibrium geometry.

Gap between HOMO and LUMO (alpha / beta): 8.22 / 7.67 eV
Energy relative to the best compared isomer or geometry (same formula, charge and spin): 96.5 kcal/mol
HOMO level (alpha / beta): -7.556 / -7.382 eV

Each atom is followed by the atoms it is bonded to, with distances in Å.
Atoms and positions in Å:
1 C 1.0888 -1.0799 1.3673  N4 1.205, H6 1.075
2 C -0.2786 1.4896 -1.2767  C3 1.565, H7 1.220, H8 1.121, H9 1.148
3 C -0.7301 0.4576 -0.1906  C2 1.565, I5 2.030, H10 1.135
4 N 0.9018 -2.2297 1.0601  C1 1.205, H11 1.050
5 I -1.7867 -1.1872 -0.7365  C3 2.030
6 H 1.2166 -0.5014 2.2647  C1 1.075
7 H -1.1365 2.3346 -1.4732  C2 1.220
8 H -0.1764 0.9983 -2.2790  C2 1.121
9 H 0.6980 2.0264 -1.0021  C2 1.148
10 H -1.0607 0.8317 0.8285  C3 1.135
11 H 1.2637 -3.1400 1.4375  N4 1.050

The natural (NBO) scheme yields these atomic charges, measured in e: number 1, C, carries 0.156; number 2, C, carries -0.695; number 3, C, carries -0.412; number 4, N, carries -0.638; number 5, I, carries 0.179; number 6, H, carries 0.165; number 7, H, carries 0.214; number 8, H, carries 0.224; number 9, H, carries 0.230; number 10, H, carries 0.194; number 11, H, carries 0.384

---

# 3
ORCA calculation (ωB97M-V/def2-TZVPD) on 2 unconnected molecules or ions with the total composition C4H10O.

Gap between HOMO and LUMO: 10.22 eV
Energy relative to the best compared isomer or geometry (same formula, charge and spin): 41.7 kcal/mol
HOMO level: -9.311 eV

Each atom is followed by the atoms it is bonded to, with distances in Å.
Atoms and positions in Å:
1 C 0.2528 1.1954 0.9759  C2 1.505, H6 1.094, H7 1.098, H9 1.098
2 C 0.2000 -0.1538 0.3124  C1 1.505, C3 1.331, C4 1.506
3 C 1.2667 -0.9318 0.1466  C2 1.331, H10 1.085, H12 1.087
4 C -1.1672 -0.5665 -0.1659  C2 1.506, O5 1.409, H13 1.105, H14 1.104
5 O -1.1568 -1.9054 -0.6059  C4 1.409, H15 0.964
6 H 1.2855 1.5099 1.1508  C1 1.094
7 H -0.2392 1.9618 0.3631  C1 1.098
8 H 1.0805 1.8414 -2.2688  H11 0.745
9 H -0.2660 1.1737 1.9429  C1 1.098
10 H 1.1794 -1.9068 -0.3214  C3 1.085
11 H 1.1584 1.2501 -1.8219  H8 0.745
12 H 2.2500 -0.6160 0.4870  C3 1.087
13 H -1.4691 0.1183 -0.9785  C4 1.105
14 H -1.8900 -0.4170 0.6551  C4 1.104
15 H -2.0199 -2.1020 -0.9864  O5 0.964

The natural (NBO) scheme yields these atomic charges, measured in e: number 1, C, carries -0.647; number 2, C, carries -0.006; number 3, C, carries -0.408; number 4, C, carries -0.094; number 5, O, carries -0.715; number 6, H, carries 0.222; number 7, H, carries 0.214; number 8, H, carries -0.010; number 9, H, carries 0.218; number 10, H, carries 0.219; number 11, H, carries 0.006; number 12, H, carries 0.194; number 13, H, carries 0.169; number 14, H, carries 0.165; number 15, H, carries 0.472

---

# 4
ORCA calculation (ωB97M-V/def2-TZVPD) on C9H7N3O2 in the gas phase in a non-equilibrium geometry.

Gap between HOMO and LUMO: 8.32 eV
Energy relative to the best compared isomer or geometry (same formula, charge and spin): 82.6 kcal/mol
HOMO level: -9.219 eV

Each atom is followed by the atoms it is bonded to, with distances in Å.
Atoms and positions in Å:
1 C -2.9653 0.8043 -0.4440  C2 1.402, C3 1.432, H15 1.097
2 C -2.2193 1.4466 0.5546  C1 1.402, C4 1.383, H16 1.093
3 C -2.5289 -0.4034 -1.0784  C1 1.432, C5 1.371, H17 1.094
4 C -0.9912 0.8852 0.8553  C2 1.383, C6 1.421, H18 1.098
5 C -1.2633 -0.8619 -0.8210  C3 1.371, C6 1.386, H19 1.081
6 C -0.4986 -0.2539 0.1624  C4 1.421, C5 1.386, C9 1.437
7 C 1.2596 -2.0273 0.1143  C9 1.347, N10 1.353, H20 1.059
8 C 2.0888 0.0263 0.4472  C9 1.481, N11 1.508, N12 1.563, H21 1.028
9 C 0.8523 -0.7446 0.1798  C6 1.437, C7 1.347, C8 1.481
10 N 2.6009 -2.1889 0.1911  C7 1.353, N11 1.265
11 N 3.1343 -1.0588 0.3903  C8 1.508, N10 1.265
12 N 2.7415 1.2991 -0.1824  C8 1.563, O13 1.194, O14 1.216
13 O 3.4871 1.8507 0.5698  N12 1.194
14 O 2.4547 1.5348 -1.3404  N12 1.216
15 H -4.0144 1.1173 -0.5166  C1 1.097
16 H -2.4662 2.4201 0.9860  C2 1.093
17 H -3.0143 -0.9245 -1.9095  C3 1.094
18 H -0.4550 1.4546 1.6264  C4 1.098
19 H -0.8604 -1.7645 -1.2598  C5 1.081
20 H 0.6311 -2.8753 0.0301  C7 1.059
21 H 2.0266 0.2644 1.4448  C8 1.028

The natural (NBO) scheme yields these atomic charges, measured in e: number 1, C, carries -0.192; number 2, C, carries -0.211; number 3, C, carries -0.206; number 4, C, carries -0.182; number 5, C, carries -0.176; number 6, C, carries -0.087; number 7, C, carries -0.079; number 8, C, carries -0.097; number 9, C, carries 0.006; number 10, N, carries -0.127; number 11, N, carries -0.115; number 12, N, carries 0.568; number 13, O, carries -0.327; number 14, O, carries -0.348; number 15, H, carries 0.218; number 16, H, carries 0.228; number 17, H, carries 0.226; number 18, H, carries 0.215; number 19, H, carries 0.216; number 20, H, carries 0.215; number 21, H, carries 0.255

---

| no. | E (hartree) |
| --- | --- |
| 1 | -2902.62026 |
| 2 | -470.16901 |
| 3 | -233.57842 |
| 4 | -661.70945 |